41
Properties=species:S:1:pos:R:3:forces:R:3:mulliken_charge:R:1 method="wB97M-V/def2-TZVPD" multiplicity=4 homo_lumo_gap_ev="6.02 / 5.36" energy_ha=-10003.55701 s2=3.777 e_above_lowest_kcal_mol=0.00 charge=-1
Co -0.387164 -0.030353 0.673651 0.01 -0.18 -0.03 0.52
C -3.729100 0.391906 4.041710 -0.01 0.00 -0.01 -1.42
C -2.283133 0.331847 3.643426 0.01 -0.01 -0.01 0.86
C -1.470805 1.460404 3.757978 0.01 -0.01 0.00 -0.38
C -0.138912 1.424242 3.379822 0.01 0.00 0.02 -0.66
C 0.430517 0.242893 2.903798 0.02 0.01 0.00 -0.46
C -0.374699 -0.895173 2.774045 0.01 0.03 -0.05 -0.75
C -1.727060 -0.831230 3.124240 0.00 0.00 0.03 -0.11
H -4.289429 0.963530 3.298523 -0.01 0.00 0.00 0.13
H -3.847610 0.877135 5.012438 0.00 0.00 0.00 0.43
H -4.164847 -0.605875 4.098354 0.00 -0.01 0.00 0.35
H -1.900748 2.383815 4.127334 0.00 0.01 0.00 0.37
H 0.469345 2.316564 3.454467 0.00 0.00 0.00 0.38
H 1.482184 0.199550 2.654284 0.00 0.00 0.02 0.47
H 0.059688 -1.838636 2.461042 0.00 0.01 0.01 0.46
H -2.345728 -1.714388 3.013566 -0.01 0.00 0.00 0.30
Se -1.430516 1.331547 -2.342100 0.00 0.00 0.01 0.03
Se -3.416505 1.074529 -3.253688 -0.01 0.01 -0.01 -0.33
Te -4.279708 1.786851 0.314393 0.05 -0.01 0.01 -0.50
Se -1.811702 1.896495 0.015122 -0.07 0.07 -0.04 -0.24
S -1.928540 -2.884250 -2.516124 0.02 0.02 0.01 -0.17
C -3.238103 -2.390844 -1.530554 0.02 -0.02 0.02 -0.30
C -2.775018 -1.682546 -0.472719 -0.01 -0.01 -0.02 -0.61
N -1.410230 -1.531433 -0.435387 0.02 0.08 -0.01 0.23
C -0.840846 -2.109463 -1.452990 -0.03 -0.03 0.01 -0.16
H -4.261090 -2.597613 -1.791550 -0.01 -0.01 0.00 0.42
H -3.383452 -1.188898 0.271692 0.00 0.00 0.00 0.31
H 0.223254 -2.051402 -1.632096 0.01 0.01 -0.01 0.34
C 1.235998 0.140392 -0.479573 -0.04 0.05 0.04 -1.71
C 2.188802 0.223026 -1.244573 0.00 -0.03 0.01 1.42
C 3.264453 0.345347 -2.179445 0.00 0.00 -0.01 0.13
C 4.524729 -0.207609 -1.920464 0.02 0.00 -0.01 -0.51
C 5.557713 -0.091589 -2.837196 -0.01 0.00 0.01 -0.42
C 5.362327 0.580144 -4.036436 0.00 0.01 -0.01 -0.38
C 4.117819 1.135683 -4.306842 0.01 0.00 0.00 -0.45
C 3.082623 1.021110 -3.394076 0.00 -0.01 0.01 -0.46
H 4.678447 -0.730671 -0.985463 0.00 0.00 0.00 0.40
H 6.523525 -0.529011 -2.613118 0.00 0.00 0.00 0.35
H 6.170063 0.670057 -4.752080 0.00 0.00 0.00 0.36
H 3.951498 1.662455 -5.238843 0.00 0.00 0.00 0.36
H 2.111948 1.451462 -3.604567 0.00 0.00 0.00 0.40